Below is C4H7NO in the gas phase, with properties calculated with the ωB97M-V functional and the def2-TZVPD basis.

Last column: Löwdin charge in e.
Geometry (Å):
C1 1.686 0.981 1.302  -0.1491
N1 0.362 0.923 0.767  -0.0249
C2 0.018 -0.182 0.275  -0.2076
C3 -1.293 -0.258 -0.411  -0.1462
C4 -1.230 -0.927 -1.758  -0.2617
O1 -0.232 -1.400 -2.245  0.0507
H1 2.224 1.717 0.680  0.0867
H2 2.251 0.035 1.276  0.0732
H3 1.508 1.244 2.355  0.0811
H4 0.610 -1.105 0.372  0.1304
H5 -2.006 -0.816 0.206  0.1232
H6 -1.698 0.757 -0.523  0.1248
H7 -2.200 -0.970 -2.295  0.1194

LUMO level = 1.061 eV
ΔE to the lowest compared entry with this formula, charge and spin = 41.0 kcal/mol
E_HOMO = -9.824 eV
E_tot = -286.56636 Eh
structure (SMILES) = C/N=C/CC=O
orbital gap = 10.9 eV


Below is C5H11N in the gas phase, with properties calculated with the ωB97M-V functional and the def2-TZVPD basis.

Last column: Löwdin charge in e.
Geometry (Å):
C1 -1.640 -1.141 0.146  -0.0744
C2 -0.623 -0.029 0.400  -0.4375
C3 -0.834 1.139 -0.568  -0.0799
N1 0.721 -0.629 0.411  -0.0949
C4 1.710 -0.278 -0.592  -0.1470
C5 1.841 0.194 0.808  -0.1526
H1 -1.498 -1.579 -0.849  0.0790
H2 -1.519 -1.939 0.886  0.0743
H3 -2.665 -0.755 0.207  0.0749
H4 -0.782 0.341 1.423  0.1365
H5 -0.805 0.798 -1.610  0.0801
H6 -0.086 1.931 -0.446  0.0704
H7 -1.816 1.590 -0.394  0.0792
H8 1.468 0.471 -1.343  0.0914
H9 2.317 -1.100 -0.962  0.0986
H10 2.547 -0.271 1.494  0.0990
H11 1.662 1.255 0.991  0.1029

LUMO level = 1.185 eV
ΔE to the lowest compared entry with this formula, charge and spin = 29.4 kcal/mol
E_HOMO = -8.956 eV
E_tot = -251.81563 Eh
structure (SMILES) = CC(C)N1CC1
orbital gap = 10.1 eV


Below is a molecular structure, C20H12F15IMgN3O7S2, with properties calculated with the ωB97M-V functional and the def2-TZVPD basis.

Last column: Löwdin charge in e.
Geometry (Å):
Mg1 0.348 0.804 0.402  0.4860
C1 1.906 3.177 -3.267  -0.0248
C2 1.348 1.803 -3.478  -0.2500
N1 1.054 1.429 -4.696  0.1067
C3 0.589 0.177 -4.899  -0.1209
C4 0.466 -0.756 -3.904  -0.1742
C5 0.046 -2.152 -4.267  -0.2135
O1 1.111 -3.100 -4.152  -0.0718
C6 0.777 -0.375 -2.580  -0.0738
C7 0.876 -1.391 -1.543  -0.0274
N2 1.003 -1.140 -0.292  0.0297
C8 1.431 -2.215 0.526  -0.3247
C9 0.852 -3.474 0.476  -0.0250
C10 1.357 -4.507 1.248  -0.0768
C11 2.449 -4.291 2.072  -0.0940
C12 3.025 -3.030 2.143  -0.1556
C13 2.508 -1.997 1.381  -0.6295
I1 3.345 -0.100 1.489  1.1166
C14 1.161 0.956 -2.325  -0.3026
O2 1.395 1.425 -1.152  -0.1292
H1 2.392 3.505 -4.184  0.0741
H2 2.605 3.186 -2.435  0.0782
H3 1.115 3.886 -3.023  0.0697
H4 0.327 -0.074 -5.920  0.1005
H5 -0.348 -2.149 -5.289  0.1109
H6 -0.743 -2.523 -3.611  0.1236
H7 1.873 -2.717 -4.605  0.0925
H8 0.972 -2.421 -1.894  0.1279
H9 -0.014 -3.629 -0.154  0.1216
H10 0.888 -5.480 1.212  0.1029
H11 2.841 -5.094 2.681  0.1001
H12 3.866 -2.848 2.796  0.0921
F1 -3.916 1.517 -1.956  0.1375
C15 -3.465 2.401 -1.061  -0.6758
F2 -4.504 2.952 -0.440  0.1441
F3 -2.803 3.353 -1.709  0.1448
S1 -2.441 1.483 0.165  0.6886
O3 -1.384 0.868 -0.666  -0.2958
O4 -3.410 0.647 0.783  -0.2220
N3 -1.917 2.718 1.022  -0.2659
S2 -0.556 3.310 1.521  0.6472
O5 -0.719 4.215 2.608  -0.2363
O6 0.573 2.368 1.635  -0.3249
C16 -0.038 4.433 0.130  -0.6613
F4 -0.680 5.594 0.258  0.1401
F5 -0.317 3.922 -1.062  0.1345
F6 1.273 4.654 0.210  0.1460
F7 -0.209 -1.188 5.230  0.1568
C17 0.028 -1.014 3.922  -0.5415
F8 0.408 -2.204 3.435  0.1561
F9 1.067 -0.184 3.825  0.1163
C18 -1.191 -0.473 3.107  -0.3350
O7 -0.790 -0.010 1.947  -0.1556
C19 -1.870 0.629 3.977  -0.5565
F10 -0.965 1.543 4.342  0.1672
F11 -2.825 1.271 3.321  0.1634
F12 -2.411 0.128 5.100  0.1547
C20 -2.203 -1.671 2.941  -0.5458
F13 -2.060 -2.599 3.899  0.1479
F14 -3.474 -1.273 2.993  0.1630
F15 -2.021 -2.273 1.770  0.1688

LUMO level = 2.164 eV
ΔE to the lowest compared entry with this formula, charge and spin = 18.2 kcal/mol
charge = -1
E_HOMO = -5.626 eV
E_tot = -4252.74016 Eh
orbital gap = 7.8 eV


Below is 10 unconnected molecules or ions with the total composition C34H57N3O8, with properties calculated with the ωB97M-V functional and the def2-TZVPD basis.

Last column: Löwdin charge in e.
Geometry (Å):
C1 -2.474 -4.820 30.108  -0.1218
C2 -2.781 -3.727 30.911  -0.1128
C3 -4.149 -3.704 31.096  -0.1253
N1 -4.670 -4.739 30.372  0.0073
C4 -3.669 -5.488 29.829  -0.1245
H1 -1.556 -5.194 29.679  0.0794
H2 -2.059 -3.051 31.339  0.0944
H3 -4.763 -3.001 31.632  0.1066
H4 -5.653 -4.924 30.279  0.1396
H5 -3.906 -6.390 29.288  0.0958
C5 -6.859 -4.866 24.317  -0.1180
C6 -7.553 -4.463 25.487  -0.1185
C7 -6.796 -4.861 26.555  -0.1486
N2 -5.676 -5.475 26.075  0.0059
C8 -5.718 -5.536 24.703  -0.1269
H6 -7.226 -4.668 23.323  0.0846
H7 -8.529 -4.011 25.514  0.0880
H8 -6.908 -4.632 27.602  0.0971
H9 -4.924 -5.799 26.655  0.0990
H10 -4.948 -6.123 24.233  0.0984
C9 0.406 -9.904 31.739  -0.0952
C10 0.108 -8.757 30.921  -0.1165
C11 -0.782 -8.001 31.592  -0.1433
N3 -1.074 -8.610 32.793  0.0175
C12 -0.382 -9.789 32.852  -0.1573
H11 0.997 -10.730 31.381  0.0956
H12 0.536 -8.471 29.974  0.0611
H13 -1.154 -7.013 31.360  0.0932
H14 -1.664 -8.177 33.478  0.1413
H15 -0.536 -10.536 33.613  0.1074
O1 -10.060 -6.799 29.784  0.1341
C13 -9.064 -7.382 30.085  -0.5000
C14 -8.833 -8.201 31.338  -0.0624
C15 -7.438 -8.816 31.113  -0.1533
C16 -7.266 -8.651 29.599  -0.1643
O2 -7.997 -7.467 29.264  0.0204
H16 -8.752 -7.580 32.228  0.1233
H17 -9.659 -8.901 31.426  0.1281
H18 -6.625 -8.276 31.597  0.1100
H19 -7.384 -9.862 31.406  0.1030
H20 -6.235 -8.591 29.271  0.0951
H21 -7.730 -9.498 29.083  0.1200
C17 -0.053 -5.585 24.018  -0.0026
C18 1.301 -5.826 24.647  -0.4967
C19 2.452 -6.333 23.836  -0.0315
O3 1.475 -5.549 25.819  0.0476
H22 -0.160 -5.978 23.010  0.0795
H23 -0.136 -4.495 23.955  0.0977
H24 -0.843 -5.899 24.698  0.0670
H25 2.644 -5.718 22.956  0.0900
H26 2.123 -7.319 23.483  0.0873
H27 3.336 -6.389 24.461  0.0781
C20 -1.056 -7.554 27.483  0.0003
C21 -2.481 -7.690 26.999  -0.4646
C22 -3.310 -8.866 27.489  -0.0189
O4 -3.020 -6.865 26.285  0.0464
H28 -0.470 -8.314 26.965  0.0834
H29 -0.841 -7.576 28.547  0.0561
H30 -0.778 -6.553 27.146  0.0766
H31 -4.390 -8.760 27.544  0.0697
H32 -2.945 -9.010 28.513  0.0731
H33 -3.101 -9.737 26.864  0.0864
C23 -4.241 -10.458 32.360  -0.0107
C24 -4.058 -10.847 30.930  -0.4689
C25 -2.792 -11.562 30.515  0.0013
O5 -4.790 -10.402 30.063  0.0324
H34 -5.308 -10.434 32.585  0.0733
H35 -3.815 -9.464 32.485  0.0833
H36 -3.788 -11.193 33.025  0.0839
H37 -1.943 -10.897 30.692  0.0706
H38 -2.854 -11.727 29.441  0.0780
H39 -2.714 -12.503 31.061  0.0895
C26 4.397 -6.468 29.509  -0.0097
C27 3.367 -5.391 29.207  -0.4862
C28 1.910 -5.830 29.152  -0.0265
O6 3.676 -4.246 29.014  0.0767
H40 4.394 -7.255 28.755  0.0605
H41 4.106 -6.901 30.469  0.0905
H42 5.394 -6.037 29.557  0.0793
H43 1.803 -6.816 28.702  0.0553
H44 1.433 -5.109 28.483  0.0721
H45 1.330 -5.734 30.070  0.0809
C29 -5.324 -11.535 26.700  -0.0327
C30 -6.683 -12.160 26.465  -0.4971
C31 -7.458 -12.547 27.706  -0.0130
O7 -7.077 -12.290 25.334  0.0752
H46 -4.592 -12.293 26.397  0.0944
H47 -5.053 -11.280 27.723  0.0444
H48 -5.231 -10.678 26.037  0.0829
H49 -7.072 -13.529 27.995  0.0928
H50 -8.528 -12.681 27.545  0.0833
H51 -7.325 -11.782 28.466  0.0560
C32 2.534 -9.385 25.930  -0.0033
C33 3.154 -9.592 27.300  -0.5045
C34 4.592 -9.950 27.386  -0.0261
O8 2.437 -9.547 28.279  0.0514
H52 2.930 -8.479 25.470  0.0615
H53 1.474 -9.174 26.058  0.0647
H54 2.676 -10.273 25.315  0.0909
H55 4.913 -9.952 28.424  0.0867
H56 5.237 -9.358 26.737  0.0889
H57 4.666 -10.972 26.992  0.0956

LUMO level = 0.208 eV
ΔE to the lowest compared entry with this formula, charge and spin = 0.0 kcal/mol
E_HOMO = -7.621 eV
E_tot = -2095.86096 Eh
structure (SMILES) = c1cc[nH]c1.c1cc[nH]c1.c1cc[nH]c1.O=C1CCCO1.CC(C)=O.CC(C)=O.CC(C)=O.CC(C)=O.CC(C)=O.CC(C)=O
orbital gap = 7.8 eV